# 1
Here is a 2-piece molecular cluster, C3H9N3 overall in a non-equilibrium geometry from the OMol25 dataset. Energies are from ωB97M-V/def2-TZVPD.

Geometry as XYZ:
```
15
C3H9N3 ωB97M-V/def2-TZVPD
N 0.9585 1.6793 1.3889
N -0.5866 1.7653 -0.3218
N -1.8375 -1.4868 -0.4713
C -0.5877 -1.1841 -0.5439
C 0.4492 -1.8316 0.4162
C 0.6921 1.8103 0.1439
H -0.1632 -0.7418 -1.4581
H -2.4031 -0.9020 -1.0938
H -0.0489 -2.5910 1.0227
H 0.8448 -1.0739 1.0957
H 1.9730 1.6575 1.5332
H -0.7522 1.7315 -1.3200
H 1.2733 -2.2836 -0.1409
H -1.2683 1.5063 0.3869
H 1.4566 1.9446 -0.6377
```

## Properties
Strongest force on any atom (eV Å⁻¹): 2.442
Highest occupied orbital energy (eV): -9.3
Orbital gap (eV): 10.1
SMILES: [H]/N=C/C.[H]/N=C/N
DFT total energy (eV): -7726.2548
Energy relative to the best compared isomer or geometry (same formula, charge and spin) (kcal/mol): 30.4


# 2
Here is C18H28N3O3S as an isolated structure in a non-equilibrium geometry from the OMol25 dataset. Energies are from ωB97M-V/def2-TZVPD.

Geometry as XYZ:
```
53
C18H28N3O3S ωB97M-V/def2-TZVPD
S -0.0457 1.9456 -0.2422
O -6.5976 -0.3115 -0.5010
O -6.6363 1.6003 0.6822
O 4.1191 -0.2350 0.3135
N -0.9296 -0.8408 -0.0833
N 0.8588 0.0549 -1.6655
N 2.4443 1.4599 -1.1229
C -5.4517 0.9808 0.4660
C 4.3222 2.3246 0.1945
C 0.3053 -1.4252 0.1446
C -3.1446 0.6471 1.3321
C -1.1973 -0.8701 -1.6789
C 4.3795 -2.0231 1.7802
C -4.3349 -1.2041 0.0205
C 4.9417 -1.3440 0.4405
C -5.3919 -0.2303 0.0341
C -3.2528 -0.6137 0.7993
C 1.3591 -0.9863 -1.4305
C 2.8538 2.7577 -0.2434
C -7.3992 0.6405 -0.4488
C -0.3404 -0.2080 -2.3642
C -4.2931 1.6153 1.1708
C -1.8854 -1.2504 0.7077
C 4.4292 0.9905 0.9188
C 1.1908 1.3097 -0.9698
H 2.1669 2.8210 0.7762
H 4.6158 -1.3246 2.5604
H 1.4247 -1.9052 -1.9705
H 2.9921 3.7154 -0.7697
H -4.3676 -2.1263 -0.3931
H 2.3948 -1.2345 -0.8274
H 0.2341 -2.5533 0.2327
H 4.9625 2.4416 -0.5696
H 4.7908 3.0423 0.9307
H -2.4335 1.1260 1.9977
H -2.2368 -2.4932 0.5076
H 4.7163 -2.0294 -0.3677
H -0.7338 0.8390 -2.4636
H 3.7378 0.9982 1.8045
H 3.2319 0.9718 -1.5120
H -1.0601 -2.0804 -1.9547
H -4.2250 2.4063 1.8279
H -7.7924 1.1109 -1.2097
H -0.2638 -0.4985 -3.3427
H -2.4454 -0.5994 -1.7827
H -8.4096 0.4831 0.4346
H 0.8325 -1.0392 0.9860
H 5.4762 0.9145 1.4307
H 5.0482 -2.8975 1.7396
H -0.8236 0.1843 -0.1105
H 5.9801 -1.2837 0.4585
H -1.5396 -1.5233 1.7693
H 3.4236 -2.2500 1.5633
```

## Properties
Strongest force on any atom (eV Å⁻¹): 19.853
Highest occupied orbital energy (eV): -10.8
Orbital gap (eV): 8.5
DFT total energy (eV): -40545.5666
Energy relative to the best compared isomer or geometry (same formula, charge and spin) (kcal/mol): 386.1
Net charge: +1


# 3
Here is C38H60IN4SiW as an isolated structure from the OMol25 dataset. Energies are from ωB97M-V/def2-TZVPD.

Geometry as XYZ:
```
105
C38H60IN4SiW ωB97M-V/def2-TZVPD
W -0.3263 0.7707 -0.2791
I -6.0386 -1.2839 2.1556
Si 2.2640 0.1589 -0.3546
N -1.0132 0.6296 1.5184
N -2.6393 0.2078 -0.1249
N -2.9512 -2.0402 -0.8025
N -1.1699 -0.4827 -1.6130
C -3.5377 0.0692 1.0040
C 0.7646 -4.1786 -2.2153
C 0.0263 -1.4552 5.0475
C -1.1291 2.6832 2.8487
C 0.4011 3.2646 0.9655
C -2.3081 -1.7093 4.1781
C -4.4062 -1.1305 0.8901
C 3.9120 2.2863 0.7665
C -1.1360 0.5085 3.9650
C -0.9484 3.5479 1.6180
C -1.3272 1.1729 5.1739
C -2.5566 -0.7079 -1.2365
C -1.6492 -4.1742 -2.7852
C -0.9663 -1.0003 3.9737
C -2.0902 -0.2722 1.1772
C -2.6353 1.8305 -3.2084
C -0.2232 2.5218 -3.0348
C -0.7452 -0.8059 -2.9570
C -0.3442 -2.1178 -3.2796
C -0.7361 0.2028 -3.9425
C 4.8580 0.9933 -1.1273
C -1.0790 1.2831 2.7996
C 3.5589 1.5735 -0.5422
C 0.2037 -1.3844 -5.5154
C 0.1311 -2.3779 -4.5594
C -1.3076 3.2987 4.0791
C -0.4780 -3.2892 -2.3216
C 2.5775 -1.0184 1.1274
C 4.0020 -1.5853 1.1015
C 2.4202 -0.8555 -1.9293
C -4.0741 -2.0988 0.0303
C -1.2252 1.6392 -3.7708
C -1.4273 2.5499 5.2386
C -0.2437 -0.1142 -5.2064
C -2.1458 3.5646 0.6652
C 1.5951 -2.1933 1.0097
C 2.3535 -0.3289 2.4773
C 3.0418 2.6014 -1.5563
H 4.7093 0.5844 -2.1270
H -1.9514 4.2345 -0.1752
H -1.2607 2.0327 -4.7891
H 0.7254 2.5981 -3.5648
H 0.4487 -3.3815 -4.8108
H 1.3341 0.0465 2.5845
H 0.2623 -2.5110 4.9065
H 0.9836 -4.6732 -3.1624
H 2.5252 -1.0444 3.2882
H -1.8900 -1.3332 1.2690
H -2.9752 -2.7184 -1.5477
H 3.0369 2.6744 1.2893
H -1.3521 4.3800 4.1251
H 2.1627 3.1378 -1.1963
H -0.5414 -1.2980 3.0130
H 1.1894 3.6030 1.6401
H -3.0509 -1.4381 3.4286
H 1.6564 -3.6329 -1.9133
H 0.0382 2.1254 -2.0334
H 5.2898 0.2111 -0.5033
H -3.9489 0.9928 1.3948
H -0.6240 3.5240 -2.8721
H -3.0276 3.9345 1.1893
H 0.5845 -4.9621 -1.4775
H -1.5737 3.0407 6.1912
H 1.6965 -2.8522 1.8789
H -0.8560 4.5724 1.9869
H -2.1762 -2.7924 4.1530
H -2.5266 -3.5974 -3.0911
H 2.7874 2.1300 -2.5086
H 1.7821 -2.7941 0.1174
H -0.6923 -2.8943 -1.3269
H -0.3948 -1.3502 6.0483
H -1.3557 -4.7449 -3.6678
H -0.2247 0.6565 -5.9674
H 3.0366 0.5058 2.6333
H -4.6440 -3.0162 -0.0284
H 1.6490 -1.6181 -1.9544
H 0.5855 -1.6031 -6.5038
H 3.3933 -1.3487 -1.9790
H 3.8185 3.3456 -1.7597
H -1.3829 0.5960 6.0879
H 4.4444 1.6286 1.4538
H 0.5520 -1.8581 0.9717
H -2.6738 1.7367 -2.1212
H 4.7504 -0.8172 1.2992
H -1.9364 -4.8878 -2.0105
H 5.5998 1.7942 -1.2095
H 4.5711 3.1349 0.5564
H -2.3963 2.5833 0.2601
H 0.7216 2.2021 0.8418
H 2.3015 -0.2497 -2.8316
H 4.1064 -2.3471 1.8812
H 0.5258 3.7896 0.0195
H -2.7215 -1.4449 5.1535
H 4.2443 -2.0596 0.1480
H -3.2200 -0.3596 -2.0338
H 0.9544 -0.8865 5.0080
H -3.3426 1.1283 -3.6505
H -2.9793 2.8372 -3.4505
```

## Properties
Strongest force on any atom (eV Å⁻¹): 0.564
Highest occupied orbital energy (alpha / beta) (eV): -10.7 / -10.8
Orbital gap (alpha / beta) (eV): 6.9 / 7.4
DFT total energy (eV): -64136.1410
Expectation value of S²: 2.02
Energy relative to the best compared isomer or geometry (same formula, charge and spin) (kcal/mol): 41.1
Net charge: +1
Multiplicity: 3


# 4
Here is C11H12BBr2F3N6Sn as an isolated structure from the OMol25 dataset. Energies are from ωB97M-V/def2-TZVPD.

Geometry as XYZ:
```
36
C11H12BBr2F3N6Sn ωB97M-V/def2-TZVPD
Sn -0.2890 0.9303 0.5530
Br -1.2738 3.4589 -0.9711
Br 1.5328 3.4607 0.5777
F -2.1221 0.7490 2.7539
F -1.7766 2.8419 2.2818
F -0.2686 1.7146 3.3604
N 0.8358 -0.7892 -1.5986
N 0.9213 -0.6129 1.3486
N -1.1861 -1.7551 -0.4947
N -1.6578 -0.5719 -0.0263
N 1.0242 -1.7882 0.6782
N 0.6779 0.5245 -1.2576
C 1.2121 1.2711 -2.2451
C 1.8170 -2.6093 1.3702
C -3.0050 -0.6409 -0.0191
C -1.2212 1.6599 2.4476
C 2.2583 -1.9602 2.5145
C -3.4018 -1.8833 -0.4712
C 0.1953 4.5324 -0.3174
C 1.4581 -0.8443 -2.7758
C -2.2215 -2.5542 -0.7599
C 1.7171 0.4439 -3.2245
C 1.6805 -0.7080 2.4608
B 0.3330 -1.9541 -0.6924
H 2.0198 -3.6072 1.0139
H -0.1946 5.2545 0.3876
H 0.6657 5.0039 -1.1708
H 2.2054 0.7346 -4.1386
H 0.5753 -3.0131 -1.1775
H 1.7725 0.1235 3.1419
H -3.6022 0.2022 0.2931
H -2.0629 -3.5528 -1.1360
H 1.2045 2.3461 -2.1962
H 2.8998 -2.3540 3.2840
H 1.6838 -1.7964 -3.2302
H -4.4069 -2.2570 -0.5643
```

## Properties
Strongest force on any atom (eV Å⁻¹): 0.966
Highest occupied orbital energy (eV): -16.1
Orbital gap (eV): 8.1
DFT total energy (eV): -175273.3248
Energy relative to the best compared isomer or geometry (same formula, charge and spin) (kcal/mol): 0.0
Net charge: +2


# 5
Here is a 6-piece molecular cluster, CH12O6 overall in a non-equilibrium geometry from the OMol25 dataset. Energies are from ωB97M-V/def2-TZVPD.

Geometry as XYZ:
```
19
CH12O6 ωB97M-V/def2-TZVPD
O -1.5980 0.5530 0.9028
O -0.2489 -0.7820 -1.5303
O -3.6148 -1.0062 0.7076
O 1.3161 -0.9383 1.4133
O 3.8170 -0.4654 -0.0892
O 1.4450 1.4092 -1.5529
C -1.7858 1.6484 0.2479
H 0.5120 -0.2991 1.5298
H 1.3528 -1.3415 2.2620
H 0.4039 -1.2768 -0.9295
H -2.6051 -0.9357 0.8030
H -3.6929 -1.9940 0.6709
H 1.3664 0.4510 -1.6313
H -2.5065 1.4624 -0.6579
H -0.4759 0.0766 -0.9904
H 2.8743 -0.3882 -0.0694
H -1.7392 2.6600 0.8068
H 4.0046 -0.2092 -0.9433
H 2.2895 1.7424 -1.1477
```

## Properties
Strongest force on any atom (eV Å⁻¹): 5.777
Highest occupied orbital energy (eV): -11.1
Orbital gap (eV): 10.2
SMILES: C=O.O.O.O.O.O
DFT total energy (eV): -13514.5105
Energy relative to the best compared isomer or geometry (same formula, charge and spin) (kcal/mol): 51.0


# 6
Here is C18H42HgN7O9 as an isolated structure in a non-equilibrium geometry from the OMol25 dataset. Energies are from ωB97M-V/def2-TZVPD.

Geometry as XYZ:
```
77
C18H42HgN7O9 ωB97M-V/def2-TZVPD
Hg -0.3297 0.0101 -0.0389
O -2.8398 -2.9436 -1.4811
O 1.3178 -0.9680 1.2177
O -1.5928 2.0586 -0.0582
O -0.7776 0.2494 -2.3075
O 1.2593 1.7390 -0.1238
O -4.1109 -2.3286 0.1425
O 0.8206 -1.7782 -1.2967
O -2.1739 -1.4194 -0.0658
O -0.9508 0.4906 2.1679
N 0.4024 0.4820 -4.2679
N 1.3045 -3.5708 -2.5283
N -3.4656 2.4456 1.0694
N -3.0486 -2.2392 -0.4828
N -1.8223 0.1022 4.2508
N 1.2540 -2.9369 2.3076
N 3.1915 2.7611 -0.6838
C 1.7531 -1.7080 2.0923
C -0.0648 -4.0066 -2.8515
C 1.7024 0.7721 -3.6957
C -2.2556 2.8328 0.6327
C 0.2360 -3.5791 1.4877
C 3.1313 -2.4109 -1.3981
C -4.2171 1.2789 0.6184
C 2.9057 -1.3195 2.9777
C -0.2620 1.9490 3.8980
C -0.6869 0.3129 -3.5265
C -2.9137 -0.7926 3.8931
C 1.0513 3.6981 -1.4068
C 4.1208 1.7866 -0.1356
C -1.0650 0.7666 3.3587
C 1.6641 -2.5739 -1.7157
C -1.7107 4.1455 1.0922
C -1.9344 -0.0647 -4.3360
C 1.8641 2.6511 -0.7008
H -0.5809 -2.9060 1.2237
H 0.5522 1.5325 4.4939
H -5.2679 1.5565 0.5866
H 3.1890 -2.7599 -0.3558
H -2.7800 0.2679 -3.7410
H 0.6681 -3.9918 0.5741
H 2.0443 -4.2293 -2.7214
H 0.0460 -4.9672 -3.3541
H 3.3965 -0.4506 2.5414
H 0.1228 3.3002 -1.8113
H -1.8144 4.9130 0.3238
H 4.3695 0.9427 -0.7724
H 1.5726 4.0434 -2.3077
H -0.6727 -4.1773 -1.9696
H 3.4043 -1.3647 -1.2948
H -0.1785 -4.3835 2.0933
H -1.8945 0.3976 -5.3220
H -3.8426 3.0115 1.8126
H 4.9973 2.3694 0.1418
H 0.1436 2.5251 3.0713
H 1.7991 0.1739 -2.7886
H -2.1514 4.4673 2.0349
H 2.5373 0.6322 -4.3784
H -4.0099 0.4354 1.2733
H 0.8014 4.5679 -0.8026
H -3.0179 -0.9317 2.8180
H -2.8478 -1.7104 4.4678
H -0.6316 4.0706 1.2226
H 2.6155 -0.9018 3.9499
H 3.7222 1.4080 0.8067
H -0.9004 2.6462 4.4429
H 1.7943 1.8302 -3.4240
H 3.5206 -2.1728 3.2560
H -3.9479 0.9641 -0.3869
H -3.8478 -0.2643 4.1153
H 0.3285 0.4277 -5.2664
H 3.8223 -3.0560 -1.9334
H 3.5324 3.6759 -0.9322
H -0.4517 -3.3025 -3.5813
H -1.9643 -1.1467 -4.4544
H 1.5826 -3.5403 3.0399
H -1.5170 0.2057 5.2032
```

## Properties
Strongest force on any atom (eV Å⁻¹): 2.792
Highest occupied orbital energy (eV): -10.3
Orbital gap (eV): 8.4
DFT total energy (eV): -52373.2921
Energy relative to the best compared isomer or geometry (same formula, charge and spin) (kcal/mol): 45.5
Net charge: +1


# 7
Here is C3H4N2S3 as an isolated structure in a non-equilibrium geometry from the OMol25 dataset. Energies are from ωB97M-V/def2-TZVPD.

Geometry as XYZ:
```
12
C3H4N2S3 ωB97M-V/def2-TZVPD
S -0.5363 1.1698 1.9712
S -3.4035 0.3258 1.2340
S 1.2576 -0.3627 0.6061
N 0.5030 -1.1847 -1.6856
N 1.2516 -0.1638 -2.0690
C -1.7794 0.5204 1.2295
C 0.3678 -1.4549 -0.4256
C 1.7748 0.3985 -0.9394
H -0.2832 -2.2483 -0.1019
H -3.8091 1.0857 2.1242
H 1.8079 1.5663 -1.0589
H 2.8488 0.3478 -0.8847
```

## Properties
Strongest force on any atom (eV Å⁻¹): 4.942
Highest occupied orbital energy (alpha / beta) (eV): -7.6 / -7.7
Orbital gap (alpha / beta) (eV): 6.6 / 6.9
DFT total energy (eV): -38656.2204
Energy relative to the best compared isomer or geometry (same formula, charge and spin) (kcal/mol): 115.4


# 8
Here is C35H82F5IN6NbO3 as an isolated structure in a non-equilibrium geometry from the OMol25 dataset. Energies are from ωB97M-V/def2-TZVPD.

Geometry as XYZ:
```
133
C35H82F5IN6NbO3 ωB97M-V/def2-TZVPD
I -2.3426 0.2514 -2.4423
Nb -2.5698 -2.1017 -0.9011
F 0.3966 -2.2065 -2.9014
F -2.5258 -4.0692 -3.3475
F -0.9654 -4.6296 -1.8801
F -0.9854 -2.4216 -4.5411
F 0.2899 -4.0712 -3.9719
O -7.5869 -1.0662 -2.6221
O -1.6191 0.3723 2.5136
O -7.7882 -0.7411 -0.4246
N 2.5378 0.6937 1.4319
N -4.2442 1.8222 0.4543
N 0.0908 0.8590 7.6755
N 7.2528 -1.8175 -2.2080
N -2.3115 5.0184 -4.6543
N -3.1419 -4.9055 -0.1533
C 3.8481 1.2296 1.1076
C -0.4518 -3.0594 -3.4874
C 7.4100 -1.6374 -4.7586
C -5.6771 -3.0991 -0.8238
C -3.2255 5.7741 -3.8184
C 8.5238 -2.4118 -1.8307
C -2.1212 0.4387 1.1488
C 1.9424 -0.1927 0.4407
C -0.2431 -0.2036 5.4495
C 6.0987 -2.7026 -2.1438
C -4.6065 6.1244 -4.3882
C -7.2031 -2.9136 -1.1040
C 8.9991 -3.6459 -2.6102
C 2.3662 0.2174 2.7940
C 5.0659 0.3118 1.2855
C -2.9607 -0.8158 0.9048
C -7.5433 -1.5124 -1.5196
C -1.4909 2.3462 9.0359
C -2.7755 3.6696 -4.9504
C -4.7162 -2.2037 -1.6073
C -0.8787 0.3863 6.6962
C 5.9211 -3.3518 -0.7814
C -1.5526 -3.5290 -2.5239
C -1.7140 5.7362 -5.7652
C -2.6911 -3.7239 0.5700
C 0.5791 3.0902 6.5141
C 1.0806 1.7965 7.1692
C -4.1078 -5.7389 0.5494
C 2.6933 1.2690 3.8436
C -2.5625 5.9417 -7.0287
C -0.4951 1.1809 8.9624
C 7.2671 -0.9687 -3.3858
C 2.5034 -1.6094 0.2906
C -1.6968 2.7771 -5.5392
C -2.8624 1.7979 0.9355
H 8.1899 -4.3650 -2.7475
H 0.4661 -0.9929 5.7071
H -3.3101 6.7251 -6.9071
H -1.9183 6.2262 -7.8636
H 9.7940 -4.1482 -2.0552
H 4.0047 2.1291 1.7090
H 5.9820 0.9065 1.2810
H 0.8837 -0.2853 0.6902
H -4.5557 6.9129 -5.1394
H 1.3158 -0.0744 2.8925
H -2.2660 2.4206 0.2557
H -2.7162 6.6964 -3.5213
H 2.6250 -2.1081 1.2543
H -1.3877 6.7076 -5.3818
H -0.9970 3.3142 8.9557
H -7.5457 -3.5769 -1.9076
H 2.4435 0.8867 4.8351
H -1.5879 1.1689 6.3831
H 1.6970 1.2664 6.4406
H -4.6796 -6.3468 -0.1645
H 3.7528 1.5295 3.8520
H 6.3339 -0.3979 -3.3756
H 5.2208 -2.0869 -2.3593
H -5.4377 -4.1413 -1.0587
H 8.4685 -2.6774 -0.7727
H -2.3269 -5.4514 -0.4009
H 8.4231 -1.9969 -4.9387
H -4.8722 1.4898 1.1807
H -3.1059 3.2349 -4.0032
H 2.9510 -0.6916 3.0143
H 3.8014 1.5728 0.0707
H 7.1726 -0.9159 -5.5427
H -2.0794 1.7594 -5.6234
H -0.7908 -1.9034 -0.4144
H -1.3770 3.0954 -6.5333
H 6.7207 -4.0547 -0.5427
H 2.1187 2.1809 3.6669
H 5.1495 -0.4224 0.4851
H 9.2780 -1.6225 -1.8977
H -1.0133 -0.6164 4.7990
H 3.4631 -1.6266 -0.2290
H -3.3682 5.1946 -2.9019
H -3.0800 5.0235 -7.3110
H -0.9980 0.2757 9.3177
H -4.3424 1.2027 -0.3465
H -5.5253 -2.9821 0.2593
H 9.3932 -3.3927 -3.5937
H 1.7977 -2.1974 -0.2993
H -4.0389 -0.5977 0.8500
H -2.0142 2.3220 9.9942
H -2.2420 2.2814 8.2477
H -1.2335 0.4365 0.5042
H -5.0545 -1.1525 -1.5847
H -3.3189 -3.4950 1.4407
H -5.0855 5.2538 -4.8382
H -0.8243 2.7529 -4.8848
H 0.2425 3.8268 7.2431
H -3.6536 3.6555 -5.6169
H -4.8163 -5.0993 1.0851
H 0.2866 0.5523 4.8660
H -0.8010 5.2093 -6.0517
H -1.6634 -3.8112 0.9639
H 6.1129 -3.4902 -2.9142
H 5.8874 -2.5908 -0.0001
H 1.7480 2.0386 8.0016
H 8.0720 -0.2389 -3.2558
H -5.2547 6.4768 -3.5833
H 4.9806 -3.9036 -0.7629
H -3.6464 -6.4164 1.2902
H -2.8530 2.2930 1.9169
H -4.7381 -2.4794 -2.6756
H -7.7515 0.1853 -0.7217
H 1.9769 0.3095 -0.5297
H -0.2457 2.8940 5.8271
H -0.8656 0.9773 2.5616
H -1.4766 -0.3819 7.1959
H 1.3859 3.5434 5.9346
H -7.7578 -3.1607 -0.1927
H 0.3259 1.3679 9.6617
H 5.0257 -0.2260 2.2351
H 6.7243 -2.4785 -4.8686
H -2.8088 -1.4536 1.7850
```

## Properties
Strongest force on any atom (eV Å⁻¹): 1.850
Highest occupied orbital energy (eV): -5.1
Orbital gap (eV): 6.9
DFT total energy (eV): -75944.5186
Net charge: -1